{
  "formula": "CH5O2",
  "method": "the ωB97M-V functional and the def2-TZVPD basis",
  "charge": -1,
  "homo_ev": -2.41,
  "lumo_ev": 4.87,
  "species": ["C", "O", "H", "H", "H", "H", "H", "O"],
  "xyz": [[0.563, 1.463, 0.120], [0.629, 0.134, 0.448], [-0.126, 1.979, 0.858], [1.589, 1.900, 0.340], [0.255, 1.619, -0.913], [-0.755, -1.586, -1.377], [-0.501, -0.974, 0.045], [-1.109, -1.599, -0.407]],
  "nbo_charge": [-0.21, -1.00, 0.09, 0.09, 0.10, 0.44, 0.51, -1.02]
}

{
  "formula": "CH5O2",
  "method": "the ωB97M-V functional and the def2-TZVPD basis",
  "homo_ev": [-4.45, -8.41],
  "lumo_ev": [-0.37, -0.40],
  "multiplicity": 2,
  "s_squared": 0.7526,
  "species": ["O", "H", "H", "H", "O", "C", "H", "H"],
  "xyz": [[-0.689, -1.288, -1.152], [0.025, -1.644, -1.632], [-0.279, -0.509, -0.286], [-1.540, -1.505, -1.521], [0.481, 0.649, 0.129], [0.488, 1.289, 1.135], [0.409, 0.770, 2.134], [1.105, 2.238, 1.194]],
  "mulliken_spin": [0.01, 0.00, 0.00, -0.01, 0.23, 0.69, 0.03, 0.04]
}

{
  "formula": "CH5O2P",
  "method": "the ωB97M-V functional and the def2-TZVPD basis",
  "smiles": "OC(O)P",
  "homo_ev": -9.56,
  "lumo_ev": 0.60,
  "species": ["O", "C", "O", "P", "H", "H", "H", "H", "H"],
  "xyz": [[-0.966, 1.113, -0.470], [-0.390, -0.018, 0.036], [-0.989, -1.171, -0.559], [1.389, 0.060, -0.464], [-1.298, 0.859, -1.355], [-0.364, -0.075, 1.131], [-0.859, -1.170, -1.529], [1.806, -0.583, 0.674], [1.434, 1.319, 0.117]],
  "nbo_charge": [-0.71, 0.15, -0.73, 0.24, 0.47, 0.18, 0.46, -0.04, -0.02]
}

{
  "formula": "CH5O2PS",
  "method": "the ωB97M-V functional and the def2-TZVPD basis",
  "smiles": "OC(O)(P)S",
  "homo_ev": -9.52,
  "lumo_ev": 0.58,
  "species": ["O", "C", "O", "P", "S", "H", "H", "H", "H", "H"],
  "xyz": [[0.104, 0.894, -1.053], [-0.176, 0.110, 0.040], [-0.234, 0.833, 1.228], [1.136, -1.244, 0.102], [-1.843, -0.668, -0.126], [-0.594, 1.549, -1.197], [0.567, 1.365, 1.323], [2.156, -0.379, -0.290], [0.890, -1.632, -1.207], [-2.007, -0.829, 1.179]],
  "nbo_charge": [-0.73, 0.20, -0.74, 0.28, -0.07, 0.48, 0.48, -0.03, -0.01, 0.14]
}

{
  "formula": "CH5O2PS2",
  "method": "the ωB97M-V functional and the def2-TZVPD basis",
  "smiles": "CSP(O)(O)=S",
  "homo_ev": -9.38,
  "lumo_ev": 0.35,
  "species": ["C", "S", "P", "O", "O", "S", "H", "H", "H", "H", "H"],
  "xyz": [[1.686, -0.455, -0.368], [0.338, -1.578, 0.100], [-1.271, -0.070, 0.308], [-0.430, 1.139, 1.081], [-1.220, 0.514, -1.233], [-3.060, -0.432, 0.894], [2.122, -0.988, -1.137], [2.544, -0.585, 0.325], [1.474, 0.542, -0.759], [-0.096, 0.966, 2.029], [-2.088, 0.948, -1.240]],
  "nbo_charge": [-0.75, -0.05, 1.56, -1.01, -0.96, -0.51, 0.22, 0.23, 0.26, 0.52, 0.50]
}

{
  "formula": "CH5O2Pm",
  "method": "the ωB97M-V functional and the def2-TZVPD basis",
  "charge": 1,
  "homo_ev": [-12.54, -12.59],
  "lumo_ev": [-5.78, -5.70],
  "multiplicity": 6,
  "s_squared": 8.7567,
  "species": ["O", "Pm", "H", "C", "H", "H", "H", "O", "H"],
  "xyz": [[-0.459, 0.946, -0.044], [-0.868, 3.147, 0.518], [1.011, 0.618, -0.701], [-0.743, -0.640, 0.253], [-0.339, -0.852, 1.260], [-1.842, -0.719, 0.171], [-0.512, -1.556, -0.318], [1.618, -0.327, -0.948], [2.133, -0.616, -0.191]],
  "mulliken_spin": [-0.03, 5.03, 0.00, 0.00, 0.00, 0.00, 0.00, 0.00, 0.00]
}

Energy for the records above, in order: -5212.612, -5208.387, -14500.403, -25336.107, -36174.030, -21757.050 eV